1.
Below is a structure of composition C4H3Br2O2 in a non-equilibrium geometry, with properties calculated with ωB97M-V/def2-TZVPD.

Geometry as XYZ:
```
11
Properties=species:S:1:pos:R:3:forces:R:3
C -0.2684 -0.9488 0.9708 0.8 -1.2 1.6
C 1.4762 -3.0859 0.5352 -0.1 1.0 1.3
C -1.0296 -1.4618 2.0552 2.7 1.5 -1.3
C 0.4279 0.3150 0.5451 -0.3 -2.8 -2.6
O -1.6622 -1.4556 0.8867 -1.7 0.2 -1.2
O -1.1981 -1.6970 3.1963 -0.9 -0.7 1.3
Br 2.4858 -2.3942 -0.9699 0.5 0.4 -0.8
Br 0.4560 -4.5629 -0.1006 -0.8 -0.8 -0.4
H 0.8512 0.7872 1.4237 -0.2 0.7 -0.2
H -0.2273 0.8213 -0.2254 0.7 0.3 1.3
H 1.2512 -0.1909 -0.1062 -0.7 1.5 1.0
```
Positions in Å, forces in eV/Å.

Computed properties:
Energy: -148372.08619 eV
HOMO level (spin up / spin down): -3.54 / -2.75 eV
Maximum force: 0.0750 hartree/bohr
Energy above the lowest of the compared OMol25 structures with the same formula, charge and spin: 4.929 eV
E_LUMO (spin up / spin down): 3.45 / 3.44 eV
Total charge: -1



2.
Below is a cluster of 2 separate species, C4H3Br2O5S in total in a non-equilibrium geometry, with properties calculated with ωB97M-V/def2-TZVPD.

Geometry as XYZ:
```
15
Properties=species:S:1:pos:R:3:forces:R:3
C 0.6628 2.3387 0.2562 1.7 2.5 -0.8
C 0.7260 -1.7626 -0.0437 -1.6 -2.1 0.0
C -0.0122 -0.9697 0.9780 -1.2 0.1 -0.6
C -0.7172 0.0931 0.6085 0.1 -0.5 1.4
O 0.3021 1.2267 -1.6494 0.3 -2.0 0.8
O 0.2710 3.3359 -0.2246 -0.2 -0.9 1.2
O -1.1023 -0.9391 -1.4495 1.3 1.3 -1.1
O -2.0477 1.2206 -1.4141 0.2 0.4 1.3
O 1.2819 1.5092 0.7888 0.1 0.6 0.4
S -0.8349 0.4792 -1.0894 -3.9 -0.8 -4.1
Br 2.1662 -2.8180 0.8095 -0.1 0.3 -0.2
Br -1.7353 1.1178 1.8344 0.0 -0.1 0.1
H 1.0694 -1.0346 -0.7176 1.5 0.2 -1.1
H 0.0613 -2.4994 -0.6616 1.4 1.3 1.6
H -0.0912 -1.2978 1.9745 0.2 -0.4 1.1
```
Positions in Å, forces in eV/Å.

Computed properties:
Energy: -165354.97202 eV
HOMO level: -5.65 eV
Maximum force: 0.1109 hartree/bohr
Energy above the lowest of the compared OMol25 structures with the same formula, charge and spin: 0.522 eV
E_LUMO: 2.91 eV
Total charge: -1



3.
Below is a cluster of 2 separate species, C4H3BrO in total in a non-equilibrium geometry, with properties calculated with ωB97M-V/def2-TZVPD.

Geometry as XYZ:
```
9
Properties=species:S:1:pos:R:3:forces:R:3
C 2.6343 0.8782 -0.0486 5.7 5.5 -0.6
C 1.6577 0.2529 -0.1441 -6.6 -5.6 1.2
C -1.2709 -1.0690 0.5799 -2.7 2.2 2.7
C 0.0137 -1.3628 1.1424 0.4 0.8 -1.0
O -0.6588 -2.3218 0.4367 2.1 -0.3 0.7
Br 0.7670 -1.3143 2.8716 -0.4 -0.5 -1.2
H 3.2873 1.7644 -0.2713 -0.7 -1.7 0.6
H -2.2225 -0.9546 1.2405 1.8 -0.9 -0.9
H -1.3280 -0.3603 -0.1883 0.3 0.4 -1.7
```
Positions in Å, forces in eV/Å.

Computed properties:
Energy: -76277.85069 eV
HOMO level (spin up / spin down): -9.57 / -9.51 eV
Maximum force: 0.1690 hartree/bohr
Energy above the lowest of the compared OMol25 structures with the same formula, charge and spin: 7.052 eV
E_LUMO (spin up / spin down): -1.89 / -1.95 eV



4.
Below is an isolated molecule of C4H3BrO in a non-equilibrium geometry, with properties calculated with ωB97M-V/def2-TZVPD.

Geometry as XYZ:
```
9
Properties=species:S:1:pos:R:3:forces:R:3
O -1.7583 0.9584 -0.9677 0.0 0.1 -0.1
C -0.7875 0.5252 -0.4248 -0.2 -0.1 -0.3
C 0.2454 -0.5639 -0.8350 0.0 -0.1 -0.5
C 0.7297 -0.5589 0.5766 -4.5 5.8 1.4
C -0.2058 0.6676 0.9114 4.6 -5.3 -0.7
Br -0.3924 1.8004 2.3603 -0.1 -0.1 -0.1
H 0.9734 -0.1792 -1.5500 0.0 0.0 -0.1
H -0.1808 -1.4815 -1.2384 -0.1 -0.1 0.1
H 1.3761 -1.1682 1.1676 0.3 -0.2 0.2
```
Positions in Å, forces in eV/Å.

Computed properties:
Energy: -76283.76912 eV
HOMO level: -9.27 eV
Maximum force: 0.1452 hartree/bohr
Energy above the lowest of the compared OMol25 structures with the same formula, charge and spin: 1.133 eV
E_LUMO: -0.52 eV



5.
Below is an isolated molecule of C4H3Cl2N in a non-equilibrium geometry, with properties calculated with ωB97M-V/def2-TZVPD.

Geometry as XYZ:
```
10
Properties=species:S:1:pos:R:3:forces:R:3
C -1.1016 -0.3506 0.1338 -3.4 0.2 1.0
C 0.0840 -0.9047 0.1163 1.2 -1.3 0.0
C -1.5400 0.8500 -0.3693 0.4 2.4 -0.9
C 1.5527 0.9312 0.4890 -0.9 1.8 1.7
N 1.3073 -0.2023 -0.0376 -0.8 -3.2 -2.7
Cl -3.0255 1.5079 0.1423 0.4 -0.3 0.2
Cl 2.9452 1.7556 0.0005 0.6 -0.2 -0.6
H -2.0554 -0.8843 0.3610 1.1 -0.8 -0.1
H 0.0861 -1.9935 0.0230 0.7 0.3 0.4
H 1.7473 -0.7092 -0.8589 0.7 1.1 1.1
```
Positions in Å, forces in eV/Å.

Computed properties:
Energy: -30725.33087 eV
HOMO level (spin up / spin down): -8.52 / -8.30 eV
Maximum force: 0.0834 hartree/bohr
Energy above the lowest of the compared OMol25 structures with the same formula, charge and spin: 6.084 eV
E_LUMO (spin up / spin down): -1.25 / -1.11 eV



6.
Below is a cluster of 2 separate species, C4H3Cl2N in total in a non-equilibrium geometry, with properties calculated with ωB97M-V/def2-TZVPD.

Geometry as XYZ:
```
10
Properties=species:S:1:pos:R:3:forces:R:3
C 1.9037 0.8417 0.2675 1.6 9.5 0.4
C 2.1891 -0.3133 0.4314 0.1 -10.6 0.8
C -0.7663 -0.5755 -0.9045 -2.4 2.1 2.8
C -1.5885 0.0713 0.1090 0.1 -1.9 0.0
N -0.2210 -1.0962 -1.7259 2.5 -2.1 -3.3
Cl 1.1641 2.2695 -0.0545 -1.6 0.0 -0.8
Cl 2.6736 -1.8064 0.9090 -0.1 1.2 -0.4
H -2.5905 -0.3745 0.0179 0.4 0.0 0.5
H -1.6861 1.0854 -0.1122 0.0 1.8 -0.2
H -1.0780 -0.1018 1.0621 -0.6 0.2 0.1
```
Positions in Å, forces in eV/Å.

Computed properties:
Energy: -30723.36523 eV
HOMO level (spin up / spin down): -4.87 / -9.93 eV
Maximum force: 0.2072 hartree/bohr
Energy above the lowest of the compared OMol25 structures with the same formula, charge and spin: 3.912 eV
E_LUMO (spin up / spin down): 0.66 / -2.97 eV
Spin multiplicity: 3